14
Properties=species:S:1:pos:R:3:forces:R:3:lowdin_charge:R:1 method="wB97M-V/def2-TZVPD" smiles=Cn1cccc1O charge=0 homo_ev=-7.644 gap_ha=0.31025
C -1.80841 0.11146 0.58989 -0.18 0.05 0.01 -0.02
N -0.52003 -0.16296 -0.00067 0.14 0.15 -0.09 -0.11
C 0.07516 -1.40952 -0.09852 0.07 0.01 0.17 -0.10
C 1.38746 -1.21334 -0.43481 0.12 0.09 0.44 -0.11
C 1.59778 0.17978 -0.61136 0.09 0.15 0.18 -0.06
C 0.42311 0.78423 -0.26500 -0.06 -0.21 -0.07 -0.37
O 0.10582 2.08951 -0.07201 0.04 0.16 -0.27 0.07
H -2.19084 1.05338 0.19541 -0.03 -0.12 0.05 0.09
H -1.73115 0.19137 1.68067 -0.04 -0.02 -0.16 0.10
H -2.50041 -0.69491 0.33662 0.08 0.13 0.03 0.09
H -0.51670 -2.30054 0.07210 0.25 0.17 0.14 0.11
H 2.23463 -1.84440 -0.24184 -0.16 -0.76 -0.73 0.09
H 2.51690 0.63440 -0.95266 -0.10 0.13 0.26 0.10
H 0.92668 2.58154 -0.19782 -0.23 0.08 0.04 0.12

=====

15
Properties=species:S:1:pos:R:3:forces:R:3:lowdin_charge:R:1 method="wB97M-V/def2-TZVPD" smiles=O.O.O.O.O charge=0 homo_ev=-11.123 gap_ha=0.41612
O 0.67175 -3.96755 -0.21831 -0.23 -0.06 -0.10 -0.05
H 1.24377 -4.55914 0.27063 0.10 -0.19 0.12 0.03
H 1.10600 -3.11612 -0.16599 0.08 0.34 -0.01 0.02
O 0.88469 0.14504 0.28539 0.17 -0.23 0.03 -0.05
H 1.11913 0.79389 -0.37813 0.08 0.12 -0.19 0.03
H 0.12408 0.51992 0.72944 -0.31 0.05 0.15 0.02
O 4.28220 4.55456 -2.74422 0.17 0.00 -0.11 -0.05
H 4.12830 4.12822 -1.90113 0.03 -0.12 0.22 0.03
H 3.42581 4.89748 -2.99961 -0.19 0.12 -0.12 0.03
O -3.06653 1.42601 0.83125 0.20 -0.21 0.07 -0.05
H -3.16615 1.79565 -0.04605 -0.07 0.04 -0.26 0.03
H -3.18332 2.17133 1.42040 -0.07 0.17 0.20 0.03
O -2.84757 -3.13681 1.70588 -0.24 -0.12 0.09 -0.05
H -2.40946 -2.52581 2.29831 0.08 0.15 0.14 0.03
H -2.31270 -3.12668 0.91214 0.20 -0.07 -0.25 0.02

=====

111
Properties=species:S:1:pos:R:3:forces:R:3:lowdin_charge:R:1 method="wB97M-V/def2-TZVPD" smiles=CC(C)O.CC(C)O.CC(C)O.CC(C)O.CC(C)O.CCO.CCO.CCO.CCO.CCO.CO charge=0 homo_ev=-9.740 gap_ha=0.36818
C -6.23768 2.90628 1.18522 0.31 0.13 -0.46 -0.06
C -6.04686 1.87349 2.25977 0.47 -0.04 0.04 -0.51
C -4.63530 1.85471 2.83684 -0.08 -1.22 -0.18 -0.06
O -6.98406 2.18640 3.29571 -0.17 -0.51 -0.14 -0.05
H -5.48977 2.78419 0.40038 -0.05 -0.10 0.01 0.05
H -6.11120 3.92178 1.56420 -0.22 -0.03 0.16 0.09
H -7.21632 2.77059 0.73123 -0.11 0.27 0.01 0.09
H -6.23570 0.89382 1.79319 -0.26 0.03 0.35 0.13
H -4.35896 2.85811 3.14878 0.35 -0.09 0.11 0.08
H -3.91554 1.35959 2.16518 -0.06 0.83 -0.38 0.08
H -4.57662 1.12199 3.65077 -0.34 0.57 0.40 0.06
H -7.23145 1.36008 3.72664 0.05 0.19 0.07 0.09
C 3.48445 -1.53701 -5.21759 1.01 0.64 -0.64 -0.06
C 3.80699 -2.63018 -4.25702 -0.98 -0.61 0.68 -0.51
C 5.14474 -2.46483 -3.61156 1.10 0.41 -0.03 -0.06
O 2.77168 -2.64699 -3.25721 0.08 0.37 0.20 -0.07
H 4.34456 -1.39960 -5.89258 -0.38 -0.35 -0.22 0.09
H 3.45000 -0.56873 -4.72351 -0.50 0.02 0.32 0.08
H 2.58557 -1.74765 -5.78356 -0.16 0.16 -0.06 0.08
H 3.72588 -3.59475 -4.77400 0.36 0.01 -0.09 0.14
H 5.25544 -1.47306 -3.15401 -0.29 -0.13 0.09 0.09
H 5.95985 -2.50953 -4.34559 -0.18 -0.23 0.04 0.09
H 5.32760 -3.22201 -2.84990 -0.01 -0.05 0.00 0.07
H 3.13241 -3.03764 -2.44690 -0.14 -0.21 -0.41 0.04
C 0.92074 -1.35920 0.94392 0.87 0.83 -0.57 -0.04
C 0.26331 -0.00043 0.95729 -0.98 0.95 1.10 -0.47
C -1.05960 0.00627 0.22440 0.13 0.30 -0.80 -0.06
O -0.03844 0.37673 2.32600 0.35 -0.30 0.17 -0.07
H 0.16264 -2.12956 0.91971 0.08 -0.30 0.25 0.05
H 1.63160 -1.44588 1.76478 -0.27 -0.19 0.21 0.07
H 1.53562 -1.40554 0.03446 -0.26 -0.31 -0.05 0.08
H 0.87148 0.82678 0.58220 0.36 -0.42 -0.31 0.11
H -1.53618 0.97526 0.38204 -0.13 -0.07 0.06 0.07
H -1.70896 -0.79816 0.56990 -0.01 0.03 0.07 0.08
H -0.91295 -0.08650 -0.86077 -0.04 -0.18 0.08 0.07
H -0.10885 1.34250 2.35787 -0.01 -0.14 -0.26 0.06
C 2.69610 2.62762 -0.95390 -0.42 0.36 0.06 -0.05
C 2.30612 3.91170 -1.70571 1.55 -1.11 0.22 -0.50
C 1.81127 3.63956 -3.08994 -0.15 -0.55 -0.64 -0.06
O 1.34654 4.59304 -0.93672 -0.60 0.49 0.09 -0.05
H 2.72389 2.82536 0.12066 0.05 0.07 -0.05 0.08
H 3.69143 2.31618 -1.26267 -0.03 -0.22 -0.10 0.08
H 1.96523 1.83149 -1.11883 0.11 -0.04 -0.09 0.07
H 3.25921 4.45973 -1.77570 -0.41 0.53 0.10 0.14
H 0.98023 2.92482 -3.05549 -0.24 0.43 -0.03 0.09
H 2.54925 3.13662 -3.72106 0.23 0.18 0.21 0.09
H 1.55599 4.57578 -3.59296 -0.27 -0.13 -0.06 0.09
H 0.79907 5.13080 -1.52415 0.15 -0.01 0.13 0.11
C -0.60006 -4.18013 -0.72950 -1.11 1.02 0.72 -0.08
C 0.20802 -5.02827 0.22669 0.93 -1.25 -1.49 -0.46
C -0.67503 -6.07243 0.89312 0.12 1.29 1.79 -0.06
O 1.22897 -5.81386 -0.48627 -0.41 0.40 0.59 -0.08
H -1.29730 -3.59662 -0.09129 0.16 -0.18 -0.23 0.08
H -1.26437 -4.75446 -1.37504 0.35 -0.24 -0.17 0.09
H -0.07858 -3.40691 -1.29648 0.41 -0.37 -0.10 0.07
H 0.67344 -4.39589 0.99159 0.05 -0.06 -0.09 0.12
H -0.89730 -6.94250 0.29880 -0.13 -0.03 -0.37 0.08
H -1.56458 -5.54209 1.27233 -0.14 -0.43 -0.52 0.08
H -0.20429 -6.36712 1.83940 0.17 -0.42 -0.35 0.08
H 1.99005 -5.29674 -0.80549 -0.58 0.18 0.14 0.03
C -0.97767 4.77710 2.87032 -0.23 -0.10 0.04 -0.08
C -1.10745 4.36541 1.42963 0.82 -0.50 -0.50 -0.29
O -0.11405 3.35480 1.12829 -0.21 0.27 -0.17 -0.12
H -1.13505 3.93000 3.53932 -0.03 0.02 0.03 0.07
H -1.71753 5.54762 3.09217 0.03 0.01 0.15 0.08
H 0.02316 5.17143 3.03679 0.00 0.06 0.08 0.08
H -0.90292 5.24092 0.80050 -0.25 -0.11 -0.05 0.11
H -2.08037 3.93658 1.17032 -0.12 0.27 0.17 0.10
H 0.31862 3.62154 0.29371 -0.03 -0.12 0.46 0.04
C -2.13661 1.03394 5.21583 0.10 0.23 0.56 -0.09
C -1.66544 1.03199 6.66141 -0.89 -0.28 0.59 -0.33
O -0.85609 2.16483 6.97395 0.07 -0.42 0.04 -0.08
H -2.75977 1.91753 5.08770 0.00 0.01 -0.23 0.06
H -2.73394 0.14560 5.00047 0.11 0.02 -0.07 0.08
H -1.28461 1.09270 4.54545 0.02 -0.16 -0.23 0.06
H -1.26495 0.05501 6.97627 0.64 0.36 -0.31 0.11
H -2.54087 1.10619 7.32447 0.10 0.28 -0.22 0.11
H 0.06107 1.98363 6.74666 -0.08 -0.06 -0.09 0.08
C -3.93533 1.85557 -1.65483 -0.04 -0.12 0.61 -0.08
C -4.30707 0.42587 -1.21463 -0.26 -0.07 -0.82 -0.28
O -5.16460 -0.27380 -2.15138 0.63 0.50 0.20 -0.10
H -3.80539 2.46003 -0.74843 -0.06 0.03 -0.16 0.04
H -4.74421 2.28712 -2.24629 0.04 0.02 0.04 0.08
H -2.98864 1.95646 -2.18786 -0.13 -0.37 -0.25 0.06
H -4.89661 0.46765 -0.29779 0.11 -0.03 0.01 0.09
H -3.39726 -0.15875 -1.03442 -0.18 0.04 0.08 0.08
H -4.70063 -0.28533 -3.00296 0.07 -0.03 0.22 0.05
C -0.63641 -0.82504 -3.84736 0.29 0.01 0.36 -0.09
C -1.98358 -1.52685 -3.83222 0.20 0.19 -0.30 -0.29
O -2.99043 -0.63532 -4.36313 0.08 -0.27 0.09 -0.10
H -0.15908 -0.84576 -4.82779 -0.21 0.10 -0.06 0.07
H 0.07126 -1.30537 -3.15963 -0.17 -0.05 -0.10 0.06
H -0.73747 0.21417 -3.52337 -0.09 -0.04 -0.06 0.06
H -2.25250 -1.82841 -2.81531 -0.08 0.05 -0.05 0.10
H -1.90647 -2.42358 -4.45496 -0.18 -0.01 0.14 0.11
H -3.59864 -1.14546 -4.90816 0.10 0.01 0.04 0.09
C 4.35405 -0.02406 1.53721 -0.06 -1.10 -0.94 -0.09
C 5.76249 0.39075 1.85792 0.14 0.08 0.57 -0.31
O 6.55788 -0.77567 2.17465 -0.22 0.56 -0.27 -0.08
H 3.87664 -0.58915 2.33541 0.02 0.31 0.29 0.08
H 4.44479 -0.75469 0.71813 -0.20 0.18 -0.01 0.06
H 3.70178 0.76671 1.17020 0.07 0.20 0.26 0.06
H 5.77392 1.05832 2.72590 0.15 -0.11 -0.03 0.11
H 6.19218 0.94455 1.01994 0.07 -0.06 0.00 0.11
H 7.20165 -0.88483 1.46942 -0.01 -0.06 0.10 0.07
C 3.93483 -3.89901 0.01634 1.17 -0.06 0.18 -0.09
O 3.67740 -4.55730 -1.24774 -0.12 0.46 0.85 -0.15
H 3.04054 -3.63416 0.57601 -0.29 -0.16 -0.37 0.07
H 4.56461 -4.52068 0.66247 -0.30 -0.12 -0.08 0.09
H 4.53688 -2.99531 -0.13452 -0.30 0.01 -0.24 0.07
H 4.21450 -5.35248 -1.27180 -0.01 -0.06 -0.12 0.10

=====

97
Properties=species:S:1:pos:R:3:forces:R:3:lowdin_charge:R:1 method="wB97M-V/def2-TZVPD" multiplicity=4 charge=+2 homo_ev="-13.665 / -13.732" gap_ha="0.27713 / 0.31830"
Cr -0.21099 0.20942 0.67255 0.64 0.49 -0.14 0.90
N 1.40877 -2.11563 -0.31740 0.10 0.04 0.06 0.13
C 2.31905 -1.04796 -0.33522 0.00 -0.27 0.29 -0.27
C 3.57249 -1.18170 -0.92605 -0.09 0.03 -0.01 0.02
C 4.50092 -0.19035 -0.69926 0.03 0.02 0.02 -0.02
C 4.16896 0.87619 0.13401 0.01 0.00 -0.03 -0.02
C 2.88596 0.96464 0.61432 -0.04 0.05 -0.18 -0.09
N 1.94522 0.04056 0.33228 -0.12 -0.10 -0.03 0.03
C 0.82934 -2.49859 0.89340 0.09 -0.03 -0.10 -0.29
C 0.69064 -3.85133 1.20261 0.00 0.03 0.00 0.02
C 0.13166 -4.20211 2.40928 -0.04 0.00 0.02 -0.01
C -0.24840 -3.20444 3.30674 0.04 0.00 -0.01 -0.03
C -0.09441 -1.89846 2.92032 0.16 0.17 0.12 -0.11
N 0.40578 -1.53463 1.72159 -0.50 -0.24 0.02 0.02
H 1.67516 -2.89418 -0.90146 -0.04 -0.03 0.01 0.14
H 3.81150 -2.06304 -1.50494 0.01 -0.02 0.01 0.13
H 5.49156 -0.26822 -1.12626 0.00 0.01 -0.01 0.13
H 4.88912 1.64050 0.38585 0.01 0.00 0.00 0.12
H 2.56186 1.80087 1.21303 -0.01 0.00 -0.02 0.11
H 1.02782 -4.60215 0.50090 0.00 -0.01 -0.03 0.13
H 0.00772 -5.24617 2.66383 0.02 0.00 0.01 0.13
H -0.66320 -3.43897 4.27543 0.02 -0.01 0.02 0.12
H -0.35918 -1.08309 3.58387 -0.10 0.00 -0.04 0.13
O -2.02498 1.01098 0.96422 -0.15 -0.43 0.43 -0.63
S -2.49375 1.93376 2.10861 0.34 0.15 0.04 1.11
C -4.19033 1.48814 2.33375 -0.03 0.06 -0.03 -0.38
C -4.74272 1.78098 3.57057 -0.07 -0.08 -0.02 -0.07
C -6.09795 1.55058 3.76142 -0.03 -0.04 0.04 -0.05
C -6.86488 1.03164 2.72873 0.02 0.01 0.01 -0.05
C -6.28628 0.73353 1.49960 0.03 -0.02 -0.04 -0.05
C -4.93753 0.96454 1.28869 -0.06 0.06 -0.01 -0.07
C -2.70197 3.53982 1.39048 -0.14 -0.05 -0.09 -0.38
C -3.09675 3.66466 0.06496 -0.03 0.07 0.05 -0.06
C -3.42985 4.92220 -0.40475 0.03 0.00 -0.02 -0.06
C -3.35915 6.02671 0.43969 0.00 -0.01 -0.01 -0.06
C -2.94140 5.88462 1.75351 0.00 -0.02 0.02 -0.06
C -2.60850 4.62678 2.24308 0.01 0.05 -0.04 -0.07
H -4.13730 2.18966 4.37004 0.03 0.00 0.00 0.12
H -6.55115 1.77338 4.71749 -0.01 0.01 0.00 0.12
H -7.92224 0.86258 2.88071 -0.01 -0.02 0.00 0.12
H -6.88927 0.32442 0.70015 -0.02 0.01 0.00 0.12
H -4.47637 0.74772 0.33306 0.00 0.01 0.03 0.11
H -3.14370 2.79507 -0.57756 -0.01 -0.01 0.00 0.11
H -3.74866 5.04632 -1.43097 0.00 0.01 -0.01 0.12
H -3.62683 7.00552 0.06548 0.00 0.01 -0.01 0.12
H -2.87706 6.74784 2.40140 0.00 0.00 0.00 0.12
H -2.29535 4.50162 3.27213 0.02 -0.01 0.01 0.12
O -1.30698 -1.09229 -0.24198 0.18 0.00 -0.17 -0.41
P -2.47567 -1.94238 -0.70241 -0.10 -0.11 -0.45 0.88
C -3.75140 -2.13880 0.53193 -0.01 0.00 0.17 -0.28
C -3.45017 -1.91824 1.87280 0.05 0.00 0.00 -0.08
C -4.40436 -2.14578 2.85198 -0.01 -0.02 0.01 -0.05
C -5.66782 -2.59282 2.49420 0.01 0.01 -0.01 -0.05
C -5.97927 -2.80589 1.15708 0.00 0.01 0.04 -0.05
C -5.02704 -2.58061 0.17723 0.00 0.03 -0.03 -0.06
C -1.87966 -3.57011 -1.15174 0.03 -0.02 -0.05 -0.28
C -0.86506 -3.62899 -2.11290 -0.02 0.02 -0.04 -0.09
C -0.34922 -4.85147 -2.50276 0.03 -0.03 0.04 -0.06
C -0.84705 -6.02471 -1.94045 0.00 0.02 0.00 -0.05
C -1.86124 -5.97098 -0.99794 -0.02 -0.01 0.02 -0.05
C -2.38018 -4.74380 -0.60084 0.03 -0.02 0.10 -0.06
C -3.18040 -1.21745 -2.17499 -0.03 0.14 -0.02 -0.27
C -4.01056 -1.95076 -3.02454 0.12 -0.04 -0.03 -0.08
C -4.60685 -1.33036 -4.10920 0.00 0.01 -0.02 -0.05
C -4.37072 0.01637 -4.35639 -0.01 -0.01 -0.01 -0.05
C -3.51700 0.73966 -3.53645 0.00 -0.02 0.03 -0.06
C -2.92049 0.12569 -2.44501 -0.03 0.03 0.07 -0.07
H -2.47040 -1.55070 2.14656 -0.04 -0.03 -0.01 0.08
H -4.16549 -1.97205 3.89295 0.00 0.02 0.01 0.12
H -6.41508 -2.76958 3.25621 0.00 0.00 0.01 0.12
H -6.96711 -3.14552 0.87642 0.00 -0.01 0.00 0.12
H -5.28865 -2.74474 -0.85942 0.01 0.00 -0.02 0.10
H -0.49214 -2.71510 -2.56239 -0.02 0.00 -0.01 0.12
H 0.42706 -4.89921 -3.25540 -0.01 0.00 -0.01 0.11
H -0.45042 -6.98193 -2.25148 0.00 -0.01 -0.01 0.12
H -2.25881 -6.88456 -0.57684 0.01 0.00 0.01 0.12
H -3.16458 -4.70916 0.14499 -0.02 0.01 -0.02 0.11
H -4.16227 -3.01216 -2.86616 -0.02 0.00 0.03 0.11
H -5.24545 -1.89948 -4.77095 -0.01 0.00 0.01 0.12
H -4.84384 0.49826 -5.20137 0.01 -0.01 -0.02 0.12
H -3.31312 1.78022 -3.75051 0.01 0.01 0.00 0.11
H -2.24458 0.68245 -1.80629 -0.03 0.02 0.02 0.09
C 2.02852 4.99251 0.76854 0.01 0.01 0.00 -0.03
C 1.20984 4.48409 -0.43015 0.07 -0.06 0.00 -0.61
C 2.12174 4.34664 -1.65816 -0.01 0.01 -0.02 -0.03
C 0.07034 5.46288 -0.72633 -0.01 -0.02 0.00 -0.04
C 0.67515 3.16099 -0.07659 -0.13 0.14 0.04 -0.07
C 0.27267 2.06232 0.25803 -0.12 0.03 -0.01 -0.08
H 2.35433 6.01420 0.57089 0.02 0.00 0.00 0.10
H 2.91777 4.38124 0.92960 -0.01 -0.02 0.01 0.08
H 1.43323 4.99219 1.68167 -0.01 0.01 0.01 0.09
H 2.65682 5.28250 -1.82288 -0.02 0.01 -0.02 0.09
H 1.54018 4.12350 -2.55278 0.00 -0.03 0.00 0.09
H 2.85448 3.55120 -1.51690 0.02 0.02 0.01 0.08
H 0.48947 6.42149 -1.03479 0.00 0.02 0.01 0.10
H -0.54725 5.62255 0.15745 0.00 -0.01 0.01 0.07
H -0.56540 5.09196 -1.53066 0.01 0.00 0.00 0.09

=====

17
Properties=species:S:1:pos:R:3:forces:R:3:lowdin_charge:R:1 method="wB97M-V/def2-TZVPD" charge=+1 homo_ev=-13.271 gap_ha=0.34952
C 0.24498 1.13323 0.08865 2.80 -2.49 -0.62 -0.30
C -1.11323 -0.82628 0.08880 -0.64 3.09 -1.05 -0.56
C 1.48751 1.61559 0.22333 -0.92 -0.35 0.24 0.12
C -1.03981 1.76109 -0.20075 -0.87 1.38 3.06 -0.34
C 1.30633 -1.13446 -0.11774 2.09 0.31 -3.13 -0.02
N 0.12785 -0.33300 -0.04008 -1.23 -0.30 1.50 -0.09
N -1.61750 -2.04490 0.10930 1.17 -1.28 0.45 0.16
S -2.30091 0.46877 0.05211 0.03 -0.13 0.65 1.07
H 2.47755 1.14969 0.23734 -0.88 -0.27 0.20 0.08
H 1.57438 2.63191 0.40421 0.00 2.03 -0.03 0.06
H -1.15525 2.70094 0.47310 -0.28 -1.69 -1.18 0.16
H -1.19742 1.99655 -1.19518 0.32 0.92 -2.04 0.06
H 1.67824 -1.69820 0.68575 0.00 0.00 2.11 0.08
H 1.05541 -1.96832 -0.81389 0.57 0.83 -0.27 0.12
H 2.20929 -0.41230 -0.46273 -2.39 -2.44 0.29 0.14
H -1.18126 -2.77358 0.65435 0.34 -0.14 -0.31 0.14
H -2.55617 -2.26674 -0.18657 -0.12 0.53 0.14 0.13

=====

Computed maximum force (eV Å⁻¹) in order:
1.07 0.35 2.21 0.82 3.80